1.
{"formula": "C31H42BF2N5O3RhS", "method": "the ωB97M-V functional and the def2-TZVPD basis", "energy_ev": -66374.99645, "homo_ev": -10.2, "charge": 1, "max_force_ev_per_a": 1.47, "gap_ev": 8.0, "elements": ["Rh", "C", "O", "C", "C", "C", "C", "C", "C", "N", "C", "N", "C", "C", "C", "C", "C", "C", "O", "C", "N", "C", "C", "C", "C", "C", "C", "O", "C", "H", "H", "H", "H", "H", "H", "H", "H", "H", "H", "H", "H", "H", "H", "H", "H", "H", "H", "H", "H", "H", "H", "F", "B", "F", "C", "C", "C", "C", "N", "C", "S", "N", "C", "C", "C", "C", "H", "H", "H", "H", "H", "H", "H", "H", "H", "H", "H", "H", "H", "H", "H", "H", "H", "H", "H", "H"], "positions_angstrom": [[-0.30, 0.45, 0.66], [-5.99, -2.51, 1.72], [-4.60, -2.79, 1.55], [-4.26, -4.03, 1.11], [-5.17, -5.02, 0.76], [-4.71, -6.26, 0.32], [-3.35, -6.52, 0.23], [-2.45, -5.53, 0.56], [-2.89, -4.29, 1.00], [-1.92, -3.31, 1.39], [-1.62, -2.18, 0.73], [-2.53, -1.63, -0.08], [-2.19, -0.76, -1.15], [-1.17, 0.19, -1.08], [-0.94, 0.98, -2.21], [-1.70, 0.83, -3.35], [-2.73, -0.11, -3.41], [-2.97, -0.90, -2.31], [-3.95, -1.84, -2.22], [-4.81, -2.00, -3.34], [-0.46, -1.56, 0.92], [0.75, -2.31, 0.92], [1.82, -1.81, 1.64], [3.11, -2.32, 1.49], [3.31, -3.37, 0.61], [2.25, -3.89, -0.12], [0.97, -3.35, 0.01], [-0.09, -3.72, -0.75], [0.15, -4.54, -1.88], [-6.04, -1.50, 2.09], [-6.44, -3.20, 2.44], [-6.52, -2.58, 0.77], [-6.23, -4.84, 0.84], [-5.43, -7.02, 0.06], [-3.00, -7.49, -0.11], [-1.38, -5.70, 0.50], [-1.25, -3.59, 2.09], [-3.46, -2.03, -0.10], [-0.17, 1.74, -2.19], [-1.50, 1.45, -4.21], [-3.32, -0.21, -4.31], [-5.53, -2.77, -3.07], [-4.25, -2.32, -4.22], [-5.34, -1.07, -3.56], [1.62, -1.07, 2.41], [3.93, -1.89, 2.04], [4.30, -3.78, 0.47], [2.43, -4.67, -0.84], [-0.80, -4.62, -2.40], [0.48, -5.54, -1.59], [0.89, -4.08, -2.54], [1.87, -0.38, -1.13], [1.55, 0.12, 0.05], [2.52, 0.82, 0.67], [0.31, 7.19, 1.43], [-0.32, 6.92, 2.80], [-0.89, 5.51, 2.98], [0.13, 4.42, 3.29], [1.16, 4.24, 2.26], [1.01, 3.59, 1.10], [-0.49, 2.82, 0.73], [2.03, 3.63, 0.25], [2.02, 3.20, -1.14], [1.42, 4.24, -2.07], [2.19, 5.56, -2.09], [1.57, 6.58, -3.04], [0.51, 8.26, 1.31], [-0.36, 6.88, 0.63], [1.26, 6.67, 1.29], [-1.14, 7.62, 2.93], [0.39, 7.14, 3.60], [-1.46, 5.22, 2.10], [-1.59, 5.51, 3.82], [-0.37, 3.46, 3.43], [0.67, 4.65, 4.21], [1.98, 4.81, 2.36], [2.89, 4.06, 0.58], [1.46, 2.26, -1.20], [3.05, 2.98, -1.41], [0.38, 4.43, -1.78], [1.39, 3.82, -3.08], [3.23, 5.36, -2.38], [2.22, 5.98, -1.08], [1.55, 6.20, -4.06], [2.13, 7.51, -3.04], [0.54, 6.80, -2.75]]}



2.
{"formula": "C10H21NOP", "method": "the ωB97M-V functional and the def2-TZVPD basis", "energy_ev": -23526.54160, "homo_ev": -11.9, "charge": 1, "max_force_ev_per_a": 4.33, "gap_ev": 7.6, "elements": ["C", "C", "C", "C", "C", "C", "C", "C", "C", "C", "N", "O", "P", "H", "H", "H", "H", "H", "H", "H", "H", "H", "H", "H", "H", "H", "H", "H", "H", "H", "H", "H", "H", "H"], "positions_angstrom": [[1.63, -1.66, 1.53], [1.36, -0.46, 2.01], [1.66, 1.88, 2.72], [2.31, 0.59, 2.29], [2.18, 1.75, 1.41], [-3.40, -2.06, -0.39], [1.05, 1.42, -2.02], [-2.47, -2.29, -1.56], [-1.70, -1.05, -1.95], [-0.96, -0.60, -0.79], [2.90, 2.46, 0.57], [-1.19, 2.04, -0.75], [0.05, 1.00, -0.51], [0.90, -2.28, 1.22], [2.66, -1.89, 1.44], [0.24, -0.28, 2.10], [0.61, 1.94, 2.83], [2.25, 2.61, 3.36], [3.42, 0.39, 2.60], [-3.03, -1.55, 0.50], [-4.35, -1.53, -0.61], [-3.64, -3.06, -0.02], [2.06, 1.11, -1.74], [0.71, 0.99, -2.95], [1.11, 2.56, -2.26], [-3.26, -2.55, -2.33], [-1.64, -3.08, -1.36], [-2.53, -0.47, -2.37], [-1.06, -1.26, -2.78], [-0.41, -1.47, -0.46], [-1.70, -0.41, 0.11], [3.57, 1.92, 0.02], [2.83, 3.42, 0.51], [-2.14, 1.86, -0.37]]}



3.
{"formula": "C29H29ClKN9O4", "method": "the ωB97M-V functional and the def2-TZVPD basis", "energy_ev": -80985.37870, "homo_ev": -9.0, "charge": 0, "max_force_ev_per_a": 3.23, "gap_ev": 9.1, "elements": ["K", "C", "N", "C", "C", "C", "C", "C", "C", "N", "C", "C", "C", "C", "C", "C", "N", "C", "C", "C", "C", "C", "N", "H", "H", "H", "H", "H", "H", "H", "H", "H", "H", "H", "H", "H", "H", "H", "H", "H", "H", "C", "C", "N", "C", "C", "N", "C", "N", "N", "N", "C", "C", "C", "C", "C", "C", "H", "H", "H", "H", "H", "H", "H", "H", "H", "H", "H", "O", "Cl", "O", "O", "O"], "positions_angstrom": [[0.31, 2.29, 0.76], [-0.80, 1.80, 3.78], [-1.15, 0.96, 2.65], [-1.20, -0.43, 3.04], [0.17, -1.05, 3.08], [0.31, -2.42, 3.29], [1.58, -2.97, 3.22], [2.65, -2.13, 2.95], [2.40, -0.78, 2.77], [1.19, -0.25, 2.84], [-2.37, 1.39, 1.98], [-2.48, 0.66, 0.67], [-3.42, -0.34, 0.45], [-3.40, -1.04, -0.74], [-2.45, -0.70, -1.69], [-1.57, 0.33, -1.40], [-1.58, 0.98, -0.25], [-0.44, 3.21, 3.41], [-1.34, 4.25, 3.58], [-0.94, 5.54, 3.26], [0.34, 5.74, 2.80], [1.17, 4.63, 2.66], [0.79, 3.40, 2.96], [0.07, 1.35, 4.25], [-1.63, 1.83, 4.51], [-1.80, -0.99, 2.31], [-1.70, -0.56, 4.02], [-0.55, -3.03, 3.49], [1.73, -4.03, 3.37], [3.66, -2.51, 2.88], [3.20, -0.08, 2.57], [-2.29, 2.45, 1.78], [-3.27, 1.20, 2.60], [-4.15, -0.57, 1.22], [-4.10, -1.84, -0.92], [-2.39, -1.23, -2.63], [-0.82, 0.66, -2.11], [-2.33, 4.06, 3.96], [-1.62, 6.37, 3.38], [0.70, 6.72, 2.55], [2.19, 4.74, 2.30], [3.17, 0.10, -2.15], [2.22, -0.75, -1.40], [1.36, -0.33, -0.50], [0.69, -1.43, -0.07], [1.15, -2.54, -0.70], [2.14, -2.11, -1.55], [2.76, -2.91, -2.57], [2.06, -2.73, -3.81], [2.53, -1.88, -4.74], [1.70, -1.72, -5.67], [0.58, -2.46, -5.40], [-0.61, -2.61, -6.10], [-1.56, -3.44, -5.54], [-1.33, -4.11, -4.33], [-0.15, -3.97, -3.63], [0.80, -3.13, -4.17], [2.92, 1.15, -1.98], [3.12, -0.12, -3.22], [4.19, -0.07, -1.82], [-0.09, -1.35, 0.65], [0.88, -3.57, -0.62], [2.72, -3.96, -2.26], [3.79, -2.59, -2.73], [-0.76, -2.10, -7.03], [-2.50, -3.59, -6.04], [-2.10, -4.75, -3.94], [0.01, -4.51, -2.70], [-1.07, 4.67, -1.61], [-0.48, 4.79, -0.34], [-1.28, 4.09, 0.62], [-0.36, 6.15, 0.05], [0.82, 4.18, -0.35]]}



4.
{"formula": "C33H43FeN5P2", "method": "the ωB97M-V functional and the def2-TZVPD basis", "energy_ev": -95326.52358, "s2": 6.02, "homo_ev": [-6.6, -6.6], "charge": 0, "max_force_ev_per_a": 5.23, "multiplicity": 5, "gap_ev": [5.5, 5.4], "elements": ["Fe", "C", "C", "C", "C", "C", "C", "C", "C", "C", "H", "H", "H", "H", "H", "H", "H", "H", "H", "H", "H", "H", "H", "H", "H", "P", "P", "N", "N", "N", "N", "C", "C", "C", "C", "C", "C", "C", "C", "C", "C", "C", "C", "C", "C", "C", "C", "C", "C", "H", "H", "H", "H", "H", "H", "H", "H", "H", "H", "H", "H", "H", "H", "H", "H", "H", "H", "H", "H", "C", "C", "C", "C", "C", "C", "N", "H", "H", "H", "H", "H", "H", "H", "H"], "positions_angstrom": [[-1.36, -0.82, 2.11], [-3.84, -0.60, -2.36], [-2.65, -1.19, -2.09], [-1.43, -0.49, -1.43], [-1.78, 0.43, -0.26], [-1.99, 1.90, -0.66], [-2.63, 2.28, -1.77], [-2.73, 1.58, -3.09], [-3.96, 0.67, -3.17], [-1.94, 0.05, 3.85], [-4.81, -1.07, -2.09], [-2.55, -2.28, -2.01], [-0.81, 0.10, -2.11], [-0.76, -1.29, -1.07], [-2.71, 0.01, 0.14], [-1.00, 0.41, 0.57], [-1.73, 2.67, 0.12], [-3.19, 3.22, -1.80], [-1.82, 1.04, -3.33], [-2.84, 2.35, -3.86], [-4.86, 1.20, -2.84], [-4.18, 0.44, -4.23], [-2.49, -0.73, 4.38], [-2.59, 0.94, 3.88], [-1.00, 0.27, 4.40], [1.46, 1.51, 1.27], [1.57, -1.99, -0.35], [1.54, 3.09, 0.36], [2.91, 1.99, 2.23], [1.92, -1.58, -2.10], [2.80, -3.29, -0.49], [2.45, 0.66, -0.05], [2.76, -0.78, 0.39], [0.69, 4.16, 0.66], [1.12, 5.28, -0.03], [2.30, 4.92, -0.75], [2.52, 3.57, -0.50], [2.93, 2.04, 3.63], [4.19, 2.43, 4.05], [4.99, 2.62, 2.88], [4.19, 2.34, 1.78], [1.00, -1.66, -3.16], [1.53, -1.01, -4.28], [2.84, -0.57, -3.92], [3.03, -0.88, -2.58], [3.67, -3.69, -1.51], [4.60, -4.59, -1.00], [4.30, -4.77, 0.39], [3.20, -3.95, 0.68], [3.40, 1.11, -0.34], [1.85, 0.69, -0.96], [3.81, -1.02, 0.15], [2.69, -0.87, 1.49], [-0.16, 3.98, 1.31], [0.65, 6.26, 0.01], [2.95, 5.55, -1.34], [3.29, 2.94, -0.92], [2.04, 1.77, 4.17], [4.50, 2.57, 5.07], [6.02, 2.95, 2.83], [4.47, 2.32, 0.74], [0.07, -2.19, -3.05], [1.04, -0.88, -5.22], [3.57, -0.10, -4.55], [3.84, -0.59, -1.93], [3.59, -3.29, -2.51], [5.41, -5.04, -1.56], [4.81, -5.41, 1.09], [2.69, -3.75, 1.61], [-4.51, 0.93, 1.64], [-4.50, -0.53, 1.55], [-5.52, -1.37, 1.02], [-5.06, -2.70, 1.19], [-3.77, -2.62, 1.78], [-2.91, -3.70, 2.26], [-3.40, -1.30, 1.88], [-3.88, 1.29, 2.47], [-5.55, 1.25, 1.79], [-4.14, 1.42, 0.72], [-6.45, -1.02, 0.59], [-5.58, -3.62, 0.92], [-3.40, -4.19, 3.12], [-2.78, -4.45, 1.48], [-1.93, -3.34, 2.60]]}



5.
{"formula": "C4H6N2", "method": "the ωB97M-V functional and the def2-TZVPD basis", "energy_ev": -7219.19744, "homo_ev": -7.9, "charge": 0, "max_force_ev_per_a": 3.48, "gap_ev": 7.0, "elements": ["C", "C", "C", "N", "C", "N", "H", "H", "H", "H", "H", "H"], "positions_angstrom": [[-0.50, -0.97, 2.16], [-0.24, -0.04, 1.25], [0.33, 0.00, -2.09], [1.04, 1.13, -2.21], [0.44, 0.82, -0.69], [0.63, -0.09, 0.17], [0.00, -1.93, 2.22], [-0.73, 0.93, 1.40], [-1.27, -0.71, 2.87], [0.91, -0.92, -2.11], [-0.71, -0.05, -2.47], [0.12, 1.84, -0.52]]}



6.
{"formula": "C12H18F9Ni2O9", "method": "the ωB97M-V functional and the def2-TZVPD basis", "energy_ev": -137688.49343, "s2": 6.01, "homo_ev": [-11.4, -11.4], "charge": 1, "max_force_ev_per_a": 4.73, "multiplicity": 5, "gap_ev": [6.1, 4.5], "elements": ["Ni", "Ni", "O", "H", "O", "H", "O", "H", "C", "C", "O", "C", "O", "C", "F", "F", "F", "H", "H", "H", "H", "H", "C", "C", "O", "C", "O", "C", "F", "F", "F", "H", "H", "H", "H", "H", "C", "C", "O", "C", "O", "C", "F", "F", "F", "H", "H", "H", "H", "H"], "positions_angstrom": [[0.41, 4.70, -2.82], [-2.98, 4.00, -1.69], [-1.95, 3.71, -4.37], [-2.37, 3.34, -5.17], [-0.24, 2.66, -0.87], [0.34, 1.89, -0.70], [-1.35, 6.53, -1.37], [-1.22, 7.19, -0.66], [-7.18, -1.16, -3.26], [-6.95, -0.25, -2.05], [-6.09, -0.90, -1.18], [-4.81, -0.42, -0.87], [-4.35, 0.55, -1.35], [-4.12, -1.15, 0.30], [-4.39, -0.48, 1.39], [-4.44, -2.45, 0.33], [-2.83, -1.02, 0.09], [-6.29, -1.55, -3.74], [-7.75, -0.54, -3.96], [-7.76, -2.01, -2.91], [-7.80, 0.02, -1.44], [-6.46, 0.63, -2.47], [2.15, -1.02, 4.81], [1.65, -2.28, 5.56], [2.37, -2.45, 6.80], [2.17, -3.49, 7.67], [1.26, -4.33, 7.62], [3.12, -3.57, 8.89], [2.36, -3.49, 9.98], [3.82, -4.69, 8.98], [3.92, -2.52, 8.87], [3.23, -1.09, 4.64], [2.00, -0.15, 5.45], [1.55, -0.86, 3.91], [1.74, -3.15, 4.92], [0.58, -2.27, 5.76], [4.34, 0.02, -2.00], [3.69, -0.29, -3.30], [4.36, 0.38, -4.32], [3.98, 1.70, -4.66], [3.17, 2.44, -4.12], [4.68, 2.17, -5.97], [3.81, 2.91, -6.61], [5.76, 2.89, -5.66], [5.03, 1.12, -6.67], [3.72, -0.52, -1.29], [4.37, 1.06, -1.69], [5.34, -0.42, -2.10], [2.63, -0.02, -3.24], [3.79, -1.35, -3.50]]}



Q: Which energy above the lowest of the compared OMol25 structures with the same formula, charge and spin values were calculated for the entries above? A: 23.1, 118.7, 168.5, 0.0, 616.9, 1343.2, in kJ/mol.